# C40H64AsP2PtSi

C40H64AsP2PtSi as an isolated structure (ωB97M-V/def2-TZVPD, the OMol25 dataset).

```
109
Properties=species:S:1:pos:R:3:forces:R:3:lowdin_charge:R:1
Pt -0.904009 -0.854842 0.132072 -0.070 -0.011 -0.079 0.39
As -3.157050 -2.045430 0.025426 0.555 -0.063 1.011 0.98
P -1.165165 1.528377 0.191846 -0.635 0.230 -0.097 0.94
P 1.450140 -1.404998 0.069566 -0.619 -0.810 0.623 0.98
Si -0.735069 -0.992808 2.490461 0.939 0.355 -0.755 0.55
C 2.093455 -3.608421 4.075069 0.016 -0.023 0.022 -0.06
C -3.434922 3.307503 -0.080975 -0.190 -0.120 0.000 -0.20
C -4.329503 -2.642416 -1.422277 0.369 0.166 -0.271 -0.26
C 1.685422 -2.340918 1.623659 0.407 -0.108 -0.186 -0.37
C -0.221436 2.920603 -0.609325 0.049 -0.304 0.175 -0.42
C 2.914264 -3.908180 2.999901 -0.001 0.028 -0.008 -0.06
C -0.963460 1.896880 1.976140 0.037 0.138 -0.004 -0.36
C 0.836542 -2.051975 2.696796 -0.414 0.090 0.140 -0.28
C -2.974193 -3.733286 0.983194 -0.236 -0.104 -0.075 -0.29
C 4.128063 1.452271 -1.391802 0.167 -0.126 -0.026 -0.19
C 0.395192 -3.390149 -1.564839 0.084 -0.026 -0.169 -0.24
C 3.126522 0.295712 -1.389530 -0.014 0.219 0.050 -0.21
C -4.958655 3.380818 -0.287856 0.036 -0.030 -0.036 -0.18
C -0.576994 0.879010 2.865430 -0.131 -0.314 -0.173 -0.28
C 2.718391 -3.263821 1.787416 0.027 0.018 0.018 -0.09
C 1.039752 3.571318 -2.731459 -0.082 0.088 0.068 -0.18
C -4.318773 2.147275 -2.387574 -0.062 -0.088 0.127 -0.19
C -2.939354 1.870021 -0.251632 0.193 0.321 0.109 -0.44
C 1.649490 -2.503864 -1.417235 -0.190 0.062 0.239 -0.44
C -0.710549 3.535696 3.743691 0.023 0.050 -0.031 -0.06
C -1.943021 -1.596247 3.823169 -0.180 -0.178 -0.746 -0.18
C -0.203405 1.233424 4.163467 0.043 -0.020 0.031 -0.10
C 1.619601 -4.067262 -3.665200 0.015 -0.122 0.096 -0.20
C 2.894028 -3.378683 -1.562048 0.074 0.135 -0.172 -0.20
C 5.174006 0.521705 0.693912 0.048 -0.137 -0.168 -0.18
C -0.119320 2.745648 -2.136788 0.011 0.129 -0.011 -0.20
C 2.874064 -0.203462 0.038151 -0.343 -0.070 -0.085 -0.41
C 5.436458 1.046557 -0.716022 -0.103 0.096 0.125 -0.19
C 2.998953 -3.883390 -3.016155 -0.046 0.043 0.027 -0.18
C -0.253177 2.546671 4.601673 -0.013 -0.025 0.031 -0.06
C -3.214965 1.348174 -1.686209 -0.071 0.101 0.039 -0.22
C 1.836116 4.371613 -0.497739 -0.103 -0.037 -0.027 -0.17
C 4.193029 -0.653330 0.673669 -0.020 0.149 0.028 -0.19
C 1.310396 4.803580 -1.873213 0.140 -0.096 -0.014 -0.19
C 0.596455 -4.497263 -2.617958 0.098 0.108 -0.051 -0.19
C -4.540483 -1.214466 1.121313 -0.055 0.040 0.022 -0.28
C -5.441727 2.427019 -1.394639 0.056 0.105 -0.018 -0.19
C 1.195436 3.049481 -0.040199 -0.071 0.079 -0.040 -0.20
C 1.063455 -2.693872 3.915589 0.024 0.110 0.073 -0.09
C -1.036241 3.214492 2.436400 0.025 -0.040 0.042 -0.10
H 1.289297 -3.133709 -4.128907 -0.004 -0.007 -0.037 0.11
H 0.421864 -2.474981 4.761168 -0.003 -0.067 0.016 0.10
H 0.156076 0.465003 4.841090 -0.060 0.024 0.059 0.10
H -3.525937 0.303024 -1.621738 0.025 -0.045 -0.034 0.06
H -2.976516 -1.317613 3.610192 0.054 0.030 0.077 0.02
H -0.355987 -4.733360 -3.094901 -0.009 -0.055 0.067 0.11
H 3.801865 -2.830656 -1.305327 0.007 -0.090 0.070 0.09
H 1.658939 -1.774031 -2.236054 -0.029 -0.022 0.008 0.10
H -4.814811 -1.797317 -1.907606 0.054 0.045 0.042 0.02
H -0.778251 3.834183 -0.382873 0.029 0.014 -0.001 0.10
H -1.670934 -1.120341 4.766270 0.088 0.058 -0.032 0.04
H -4.689580 1.585025 -3.246091 0.032 0.027 -0.030 0.11
H 0.159579 -3.839051 -0.596883 -0.102 0.054 0.024 0.09
H 2.034272 5.459181 -2.358391 -0.051 0.039 -0.008 0.11
H -1.054121 3.059943 -2.605457 -0.017 -0.040 0.000 0.10
H 0.792671 3.865827 -3.751828 0.035 -0.073 -0.027 0.11
H 6.108493 0.199711 1.156944 -0.008 0.051 0.039 0.12
H 3.704338 2.309562 -0.859107 0.075 -0.074 -0.077 0.08
H 2.189283 0.613214 -1.860238 -0.007 -0.050 -0.049 0.09
H -2.284961 -4.397021 0.463475 0.054 0.085 -0.032 0.03
H 3.588395 -3.183180 -3.611713 0.042 -0.006 0.024 0.11
H 4.760200 1.325240 1.311569 0.015 0.000 0.037 0.12
H -5.086091 -3.281603 -0.970266 0.019 0.016 0.062 0.04
H 2.496485 0.631840 0.641131 0.001 -0.010 0.000 0.10
H -5.209031 -1.988377 1.498742 -0.019 0.002 -0.034 0.04
H -5.227442 4.408120 -0.540827 -0.026 -0.005 0.029 0.11
H -3.780711 -3.209071 -2.172645 0.027 -0.002 0.039 0.03
H -2.943291 3.964459 -0.802659 0.071 0.000 0.039 0.11
H -0.453359 -2.757482 -1.853808 0.013 -0.049 0.073 0.08
H 3.714025 -4.629953 3.103697 -0.018 -0.007 0.005 0.11
H -6.313594 2.850606 -1.893486 -0.023 -0.063 -0.002 0.11
H 0.384586 5.374679 -1.764201 0.011 0.043 -0.019 0.11
H -1.905778 -2.678124 3.956478 0.011 0.020 0.006 0.03
H -4.109352 -0.677261 1.964082 0.019 -0.002 -0.083 0.01
H 6.112213 1.902605 -0.674188 0.039 -0.035 -0.048 0.11
H 0.056288 2.796657 5.608182 -0.018 -0.004 0.004 0.11
H -1.326975 4.009933 1.762214 0.037 -0.003 0.021 0.10
H -2.307981 1.364015 -2.290901 0.000 -0.073 -0.010 0.08
H 1.952417 2.970104 -2.782558 -0.013 -0.018 -0.016 0.10
H 1.778767 2.202312 -0.407038 -0.129 0.113 0.028 0.06
H 4.034015 -1.008838 1.689626 -0.014 -0.072 0.020 0.11
H 4.320136 1.767011 -2.419835 -0.038 0.051 0.003 0.12
H 2.810292 -4.229062 -0.882985 0.014 0.018 0.005 0.11
H 0.023270 1.684417 -2.369643 -0.045 0.006 -0.050 0.09
H -2.587488 -3.535071 1.981516 0.017 0.010 -0.064 0.00
H -3.496913 1.254345 0.462115 0.018 -0.033 0.012 0.08
H 0.948753 -5.411632 -2.133965 -0.030 -0.021 -0.005 0.12
H -3.197822 3.666343 0.920758 0.017 0.086 -0.077 0.09
H 2.247510 -4.092343 5.030914 -0.010 0.000 -0.007 0.11
H -5.757079 1.474346 -0.955038 -0.047 0.005 -0.024 0.10
H 5.930516 0.269082 -1.307210 0.018 0.004 -0.011 0.12
H -0.789602 4.560796 4.082044 0.035 -0.004 0.000 0.11
H 1.201988 2.993673 1.046814 0.025 -0.040 0.061 0.10
H 1.642407 5.155363 0.237723 0.008 -0.015 0.014 0.11
H 4.632918 -1.468878 0.091682 -0.010 -0.041 0.076 0.11
H -5.471567 3.141055 0.646133 0.027 0.041 0.022 0.11
H 2.920224 4.242526 -0.543401 -0.010 0.074 0.025 0.10
H -3.944815 -4.225877 1.063747 0.013 0.000 0.032 0.04
H 1.684148 -4.810585 -4.460121 -0.022 0.054 -0.048 0.11
H 3.381460 -3.487117 0.964324 0.029 0.033 0.042 0.09
H -3.921252 3.090685 -2.771186 -0.007 0.002 -0.035 0.11
H 3.537306 -0.521516 -1.991162 -0.056 -0.011 -0.016 0.11
H 3.537217 -4.832780 -3.015969 0.024 0.011 -0.035 0.11
H -5.118693 -0.512862 0.520201 0.031 0.012 -0.027 0.02
```
Positions in Å, forces in eV/Å.

Calculated values
LUMO level (eV): -3.53
HOMO level (eV): -9.51
Charge: +1
Maximum force (eV/Å): 1.26



# C40H64INPPtSb

C40H64INPPtSb as an isolated structure (ωB97M-V/def2-TZVPD, the OMol25 dataset).

```
109
Properties=species:S:1:pos:R:3:forces:R:3:lowdin_charge:R:1
Pt -0.303291 0.158881 -0.416585 0.794 -0.122 0.598 0.62
I -5.097775 2.723129 -4.084046 -0.084 -0.036 -0.055 0.94
Sb -1.177051 -2.143598 -0.911740 -0.047 0.146 -0.150 1.48
P 2.040200 0.493490 -1.120858 -0.337 -0.078 -0.274 1.14
N -1.499899 2.966307 -1.769364 -0.055 0.101 -0.077 0.05
C 0.982277 1.498488 1.444149 0.144 -0.084 -0.033 -0.22
C 1.667791 2.646624 -3.069543 -0.011 0.006 -0.048 -0.07
C 2.360112 3.922994 1.048014 0.017 0.044 0.027 -0.03
C 4.503142 0.261608 0.439072 -0.004 0.035 -0.016 -0.08
C -4.183082 -2.114552 -0.202341 0.003 0.015 -0.023 -0.14
C 2.133750 -1.084285 2.264142 0.108 0.093 0.090 -0.38
C 0.307285 0.568834 -3.241273 -0.158 0.113 -0.039 -0.17
C -1.547950 3.155823 1.528543 0.048 0.070 -0.056 -0.06
C 1.822263 3.619742 2.292875 -0.001 -0.006 0.019 -0.02
C -3.249376 4.827857 -2.892839 -0.038 0.040 -0.029 -0.11
C 2.626372 0.498144 -3.944063 -0.037 -0.044 -0.050 -0.07
C 1.123382 2.441465 2.464556 0.061 -0.023 0.008 -0.06
C 1.688756 1.122611 -2.895904 0.127 0.090 -0.079 -0.64
C -1.294739 4.278940 -1.636573 0.054 -0.038 -0.006 -0.16
C -2.664400 -1.197810 -3.513113 0.013 0.018 0.020 -0.16
C 4.212610 -1.217793 -1.522360 0.043 -0.031 -0.065 -0.08
C -1.853500 -4.103095 3.751605 0.048 -0.074 0.009 -0.06
C 1.631206 1.754824 0.184151 0.013 -0.008 0.140 -0.32
C -2.063179 -0.479262 2.660350 -0.067 0.050 -0.010 -0.01
C -2.135111 5.238037 -2.176031 0.003 0.047 -0.003 -0.03
C -1.513042 -1.671698 3.073227 -0.005 0.028 0.070 -0.20
C -0.149352 -1.879518 2.830760 0.038 0.019 0.039 0.03
C -1.338834 0.552632 2.039686 -0.095 0.071 -0.388 -0.13
C 2.647911 -2.503528 2.065375 0.026 -0.064 0.116 -0.05
C -2.356686 -2.664943 3.845510 0.005 0.016 -0.030 -0.38
C -1.823065 -2.331254 -2.932136 -0.073 -0.079 -0.130 -0.38
C 2.704220 -0.528705 3.578791 0.037 0.038 -0.003 -0.01
C -2.568500 2.584246 -2.465584 0.045 -0.117 0.030 -0.25
C 2.256625 3.006718 0.022199 0.056 0.054 -0.153 -0.09
C 0.067500 0.324080 1.779304 -0.085 -0.073 0.229 -0.24
C -2.206248 1.800199 1.765411 0.005 -0.051 0.061 -0.33
C 0.642309 -0.916746 2.251804 -0.153 0.041 0.057 -0.15
C -0.212571 -4.970014 -1.409331 -0.008 -0.028 -0.021 -0.15
C -2.876657 -2.808750 0.166065 -0.046 -0.076 0.154 -0.36
C -3.469752 3.466806 -3.041836 0.118 0.065 0.071 -0.72
C -3.233908 1.485919 0.661772 0.028 0.036 0.115 -0.06
C 0.241760 -3.694160 -0.700454 0.109 -0.085 0.025 -0.40
C -2.446921 -2.218809 5.312450 0.021 0.000 0.063 -0.04
C 3.936660 0.195420 -0.989171 0.052 0.001 0.151 -0.60
C 4.693996 1.279547 -1.807817 0.047 0.021 -0.003 -0.06
H -0.822611 3.146682 0.713724 -0.119 -0.002 0.064 0.04
H -1.664714 -4.417381 2.719602 -0.030 0.037 0.051 0.07
H 2.420384 0.508224 3.753130 -0.011 0.000 -0.007 0.07
H -0.929709 -4.241922 4.320603 -0.056 0.019 -0.042 0.09
H 0.366693 -3.848292 0.371035 0.011 -0.009 0.024 0.04
H -2.328236 3.871341 1.263509 0.010 -0.023 0.002 0.09
H 2.507981 -0.475993 1.448831 0.067 0.103 -0.099 0.06
H 3.737523 -2.492539 1.988622 -0.046 -0.001 0.027 0.09
H 0.523616 -5.760485 -1.256044 -0.017 0.036 0.003 0.09
H -2.392187 -3.267131 -2.914492 0.038 0.049 -0.003 0.07
H -4.425294 -2.232897 -1.259142 0.010 -0.019 0.029 0.07
H 3.691236 -1.971937 -0.926899 0.012 0.033 -0.011 0.07
H -0.435779 0.818969 -2.467614 -0.146 0.122 -0.105 -0.01
H 1.038167 3.138070 -2.332158 -0.038 -0.027 -0.033 0.05
H -3.928759 5.551310 -3.326306 0.031 -0.026 0.023 0.11
H 4.329236 -0.646333 1.001716 -0.064 -0.091 0.055 0.05
H -0.416054 4.578502 -1.070723 -0.060 -0.021 -0.017 0.11
H 2.259841 -2.961582 1.161984 -0.097 -0.088 -0.170 0.06
H 0.341223 -0.511810 -3.363128 -0.009 -0.072 -0.021 0.06
H 5.406194 1.798134 -1.165820 -0.057 -0.027 -0.032 0.09
H -2.730206 1.513668 -2.565331 0.007 0.097 0.000 0.06
H -2.087828 -0.280770 -3.618464 -0.006 -0.024 -0.008 0.03
H -3.940336 0.721274 0.982383 0.029 0.017 0.028 0.07
H -5.006974 -2.551025 0.364781 0.039 0.008 0.001 0.09
H -2.904296 -1.231418 5.406428 0.043 -0.061 -0.017 0.08
H -3.367344 -2.619465 3.423194 0.008 -0.018 0.014 0.14
H -0.931317 -2.519962 -3.534314 -0.032 0.025 0.026 0.06
H 2.345145 -1.123674 4.421546 -0.004 0.010 -0.031 0.10
H -3.016547 -1.470890 -4.509315 0.016 -0.017 0.041 0.09
H 5.285646 -1.413187 -1.441661 -0.056 0.006 0.003 0.11
H -3.543955 -0.974713 -2.908017 0.021 -0.015 0.001 0.06
H 2.664991 3.086863 -3.040701 -0.062 0.005 -0.014 0.08
H 2.741747 3.237294 -0.918657 -0.052 -0.037 0.177 0.09
H 2.408026 -3.148712 2.913862 -0.001 0.031 -0.056 0.09
H -3.045320 -2.927772 5.888898 0.035 0.052 -0.058 0.09
H -1.921330 6.290784 -2.036433 -0.020 -0.071 -0.016 0.12
H -3.113520 -0.298032 2.871464 0.033 0.000 -0.016 0.14
H -1.164628 -5.340454 -1.022904 0.039 0.026 -0.004 0.07
H -4.152560 -1.047963 0.021438 0.001 -0.092 -0.034 0.04
H -1.449160 -2.177064 5.760620 -0.081 -0.008 -0.039 0.09
H -3.806261 2.377753 0.394789 0.054 -0.057 0.049 0.10
H -2.904509 -3.872647 -0.088950 -0.032 0.015 0.020 0.07
H 0.320830 -2.790240 3.183858 -0.052 0.057 -0.028 0.12
H 5.587139 0.355519 0.342553 -0.059 -0.015 0.006 0.10
H 2.181704 0.694192 -4.923755 0.024 0.003 0.030 0.11
H 4.152607 1.121549 1.012905 -0.013 0.011 -0.033 0.09
H 4.065220 2.043718 -2.251246 0.016 -0.023 0.021 0.04
H -1.056045 3.533342 2.424069 -0.091 -0.037 -0.061 0.08
H 2.891172 4.854740 0.888646 -0.033 -0.080 0.014 0.13
H 3.623615 0.922527 -3.957252 -0.031 -0.029 -0.009 0.07
H -0.061017 1.019305 -4.166862 0.045 -0.018 -0.023 0.11
H 0.658082 2.230369 3.420864 0.016 -0.004 -0.046 0.14
H 5.258667 0.815984 -2.618605 -0.008 0.022 0.083 0.10
H 1.185517 -3.314857 -1.095422 -0.005 -0.018 0.003 0.05
H 3.795186 -0.582267 3.575310 -0.038 0.001 -0.032 0.09
H 1.253301 2.875093 -4.055119 0.032 -0.034 0.027 0.11
H -2.736455 1.125344 -0.244916 0.052 0.001 -0.022 0.03
H -2.651469 -2.736097 1.229933 -0.046 -0.004 -0.171 0.02
H -2.592303 -4.784209 4.175848 0.031 0.040 -0.016 0.09
H 1.930739 4.310269 3.121025 -0.002 -0.040 -0.044 0.13
H -2.789192 1.906852 2.684989 0.001 0.035 0.029 0.15
H 2.698616 -0.586945 -3.843891 -0.069 0.114 -0.046 0.08
H 3.938089 -1.344186 -2.568718 0.048 -0.011 0.115 0.06
H -0.317419 -4.827690 -2.486100 0.013 0.002 0.044 0.07
```
Positions in Å, forces in eV/Å.

Calculated values
LUMO level (eV): -7.41
HOMO level (eV): -13.10
Charge: +2
Maximum force (eV/Å): 1.00